No. 1
The following is a DFT calculation (wB97M-V/def2-TZVPD) of the molecule C21H16ClN5OS at a distorted geometry.

Element x y z (Å)
Cl 6.2621 2.5983 2.0807
N -0.5686 2.7893 1.2118
N 0.7104 2.6292 0.9079
N -3.0963 -0.1488 -0.5207
O 0.0970 -2.9474 2.0632
S -2.4556 1.2122 2.4671
C -0.9093 1.6823 1.7524
C 1.2903 1.5378 1.2535
C -2.9990 1.1673 -0.3295
C -0.1007 -3.6410 0.9790
C -0.4011 -2.8777 -0.0713
C -0.4671 -1.5168 0.4014
C 0.0016 -1.6271 1.6584
C -2.3671 -1.6691 -3.8266
C 4.3341 -0.6213 0.4869
C -1.8678 -0.4437 -4.4675
C 5.3181 0.2379 0.9765
C -2.7317 -1.6508 -2.4148
C 2.9921 -0.2510 0.5686
C 3.6658 1.8798 1.5854
C -1.8427 0.7495 -3.6936
C 4.9822 1.4495 1.4353
C -2.6060 -0.3520 -1.8026
C 2.6311 1.0272 1.1035
C -2.2440 0.8038 -2.3173
N -2.2674 1.7123 -1.3118
N 0.2208 0.8705 1.8777
C -3.3270 1.9004 0.9300
C 0.1547 -0.4620 2.5229
H 0.1131 -4.6693 1.0076
H -0.6746 -3.2227 -1.0911
H -0.8778 -0.6147 -0.0953
H -2.4994 -2.6245 -4.2554
H 4.5019 -1.6541 0.1011
H -1.7827 -0.5421 -5.5046
H 6.3523 -0.0381 0.9621
H -2.9185 -2.5920 -1.7741
H 2.1814 -0.9774 0.4061
H 3.5654 2.8312 2.1286
H -1.5872 1.7121 -4.1854
H -1.9238 2.6958 -1.4338
H -3.0561 2.9209 0.8607
H -4.4402 1.9007 1.1568
H -0.4963 -0.4723 3.2925
H 1.1338 -0.6921 2.9174

Properties
E in Ha: -2017.1304
Multiplicity: 1
Highest occupied orbital energy in eV: -8.497
E_LUMO in eV: 0.362
Frontier orbital gap in eV: 8.9
ΔE to the lowest compared entry with this formula, charge and spin in kJ/mol: 245.0
Structure (SMILES): Clc1cccc(-c2nnc(SCc3nc4ccccc4[nH]3)n2Cc2ccco2)c1

No. 2
The following is a DFT calculation (wB97M-V/def2-TZVPD) of a structure of composition C21H16Co2O9 at a distorted geometry.

Element x y z (Å)
C -5.2572 -3.3220 1.2198
C -4.2489 -2.2102 1.1793
O -2.9183 -2.7719 1.1930
C -1.9687 -1.7883 1.1866
C -0.6283 -2.3263 1.2999
C 0.6081 -2.2862 0.5961
C 1.5530 -3.3633 1.0900
O 0.9554 -1.5221 -0.3282
O -2.3689 -0.6139 1.2300
H -6.2546 -2.8802 1.2060
H -5.1748 -3.9786 0.3542
H -5.1734 -3.9211 2.1265
H -4.3875 -1.6227 0.2635
H -4.3983 -1.5430 2.0376
H -0.6477 -3.1634 2.0244
H 1.1332 -4.3493 0.8549
H 2.5252 -3.2668 0.6071
H 1.6969 -3.3028 2.1759
O 0.0452 5.1241 1.4085
C 0.6949 4.2312 1.0684
Co 1.8101 2.9973 0.4601
C 1.4750 3.1863 -1.2693
O 1.3159 3.4866 -2.3767
C 3.3366 3.9613 0.4407
O 4.0105 4.9060 0.4742
C 2.2289 1.5115 1.3759
C 1.0013 1.4131 0.7728
C -0.1119 0.6953 0.5246
C -0.6965 0.7583 -0.8104
C -2.0719 0.9728 -1.0324
C -2.6130 0.8623 -2.3101
C -1.7865 0.5556 -3.4001
C -0.4032 0.4619 -3.2142
C 0.1354 0.6138 -1.9418
Co 3.8939 1.5345 0.2498
C 5.4993 2.2010 0.5132
O 6.5458 2.6676 0.6480
C 3.6761 1.3556 -1.4887
O 3.6451 1.1927 -2.6334
C 4.2386 -0.1655 0.5505
O 4.5067 -1.2732 0.7337
H 2.4139 1.2605 2.4275
H -0.7029 0.3077 1.3431
H -2.7051 1.2067 -0.1756
H -3.6903 0.9989 -2.4437
H -2.2111 0.4374 -4.3964
H 0.2691 0.2696 -4.0486
H 1.2050 0.5011 -1.7664

Properties
E in Ha: -4252.4196
Multiplicity: 1
Highest occupied orbital energy in eV: -0.424
E_LUMO in eV: 4.759
Frontier orbital gap in eV: 5.2
ΔE to the lowest compared entry with this formula, charge and spin in kJ/mol: 170.7
Charge: -2

No. 3
The following is a DFT calculation (wB97M-V/def2-TZVPD) of a structure of composition C21H16N5PPdS.

Element x y z (Å)
Pd 1.4404 1.3068 0.3655
N 2.9200 -0.2882 0.0282
C 2.3535 -1.6193 -0.1223
C 3.1435 -2.7524 -0.1774
C 2.5388 -4.0017 -0.2469
C 1.1537 -4.1265 -0.2522
C 0.3593 -2.9936 -0.2061
C 0.9712 -1.7397 -0.1599
P 0.0310 -0.2424 -0.2723
C -0.0606 0.4228 -1.9187
C 0.6586 -0.1861 -2.9531
C 0.7021 0.4143 -4.1989
C 0.0364 1.6143 -4.4160
C -0.6807 2.2215 -3.3908
C -0.7342 1.6339 -2.1410
C -1.4813 -0.3102 0.6283
C -2.7013 0.0381 0.0356
C -3.8649 -0.0654 0.7775
C -3.8145 -0.5076 2.0938
C -2.6041 -0.8677 2.6792
C -1.4341 -0.7769 1.9509
H 3.6011 -0.1016 -0.7039
H 3.4179 -0.2406 0.9168
H 4.2229 -2.6684 -0.1411
H 3.1583 -4.8879 -0.2790
H 0.6962 -5.1051 -0.2935
H -0.7202 -3.0784 -0.2176
H 1.1569 -1.1341 -2.7909
H 1.2451 -0.0589 -5.0055
H 0.0700 2.0774 -5.3931
H -1.1990 3.1535 -3.5705
H -1.2829 2.1141 -1.3411
H -2.7452 0.3532 -0.9975
H -4.8142 0.1863 0.3249
H -4.7293 -0.5882 2.6661
H -2.5793 -1.2278 3.6987
H -0.4907 -1.0742 2.3930
N 1.4628 0.8180 2.7915
C 0.6228 1.3806 3.3536
N -0.3207 2.1146 3.9438
C -0.2118 3.3486 3.9429
N -0.0990 4.5437 3.9444
S -0.0084 5.4691 2.4820
C 0.2035 4.1745 1.4187
N 0.4104 3.2573 0.7537

Properties
E in Ha: -1950.4288
Multiplicity: 1
Highest occupied orbital energy (spin up / spin down) in eV: -14.850 / -14.851
E_LUMO (spin up / spin down) in eV: -7.878 / -7.878
Frontier orbital gap (spin up / spin down) in eV: 7.0 / 7.0
ΔE to the lowest compared entry with this formula, charge and spin in kJ/mol: 0.0
Charge: +2